C51H42KN7O5P2 | ωB97M-V/def2-TZVPD

**Maximum force**: 0.44 eV/A
**Total energy**: -109143.136 eV
**E_LUMO**: 3.779 eV
**Total charge**: -2
**Energy above the lowest of the compared OMol25 structures with the same formula, charge and spin**: 0.00 kcal/mol

Geometry (Å):
H 0.468 -0.263 -3.962
C 1.984 1.685 0.022
C -1.996 4.945 -4.631
H -3.455 3.673 -3.722
C -3.656 1.619 -2.015
H -0.860 -1.196 -1.720
N -0.707 1.056 3.744
C 1.996 2.766 0.896
H -1.386 -5.440 -2.153
H -2.070 2.020 0.362
C -1.548 -3.615 4.709
H -7.502 1.045 -2.197
C -3.070 0.924 3.005
C 2.170 0.708 -3.097
O 2.549 1.173 5.154
H 1.341 4.762 -4.115
N 0.761 1.560 -0.561
H 3.144 -0.075 0.521
H 1.007 -1.323 6.512
H -0.337 6.089 -5.377
C 0.289 -2.037 4.632
C 1.234 0.492 -4.107
H 2.772 -1.848 2.651
C 0.006 2.122 5.746
H -6.403 1.565 -0.028
C -0.111 3.467 -3.237
H 2.162 2.879 -6.321
C -1.517 -3.561 6.091
C 5.148 -3.681 -2.863
H -2.231 -4.138 6.668
H 3.689 -4.161 -4.369
C 3.090 2.513 -4.416
C 0.286 4.527 -4.038
C -2.400 3.892 -3.818
H -1.608 -5.561 0.353
H -3.674 1.133 -4.108
H -4.007 1.898 0.101
C 0.305 -1.985 6.020
C 2.172 2.266 -5.428
H -1.870 3.576 -0.450
O -1.588 3.126 7.191
H -2.743 5.519 -5.170
C -1.280 -3.450 0.561
H 3.806 3.320 -4.519
C -1.423 -4.629 -0.163
O 1.870 0.325 3.181
H 3.919 0.947 -0.687
C 5.462 -2.827 -1.815
H 2.808 -4.560 3.256
H 2.806 3.082 1.539
H 2.147 -2.367 -3.710
K -0.109 0.016 1.450
N 2.198 -2.498 0.770
H -1.001 -3.194 -3.198
C -0.595 -2.749 6.746
C 2.177 -4.696 1.152
H 6.385 -2.963 -1.264
C -1.465 3.137 -3.110
C -4.449 1.716 -0.871
C 3.392 -1.605 -2.136
C -1.486 2.552 -0.396
O -4.243 1.054 3.403
H 0.313 4.161 1.406
H -2.541 3.255 7.223
C 1.236 1.256 -5.266
C 1.710 0.938 4.264
C -2.323 2.030 5.178
C -5.822 1.506 -0.940
H 0.956 -1.421 4.040
C -4.280 1.267 -3.217
H -0.595 -2.702 7.828
C 3.087 1.745 -3.261
H 2.023 -5.731 0.894
C -1.302 -4.550 -1.541
N -1.087 -2.261 0.019
O -2.655 0.524 1.892
H -3.372 2.226 5.368
N -1.360 -3.571 1.982
H 3.791 1.970 -2.470
H 4.853 -1.155 -0.630
H -2.275 -4.217 4.184
H 1.674 -3.774 -0.705
H 0.630 2.888 -2.696
C 2.573 -4.084 2.319
H -6.109 0.821 -4.240
C -0.652 5.267 -4.744
H 0.826 2.391 6.396
C -1.003 -2.188 -1.306
C 2.569 -2.704 2.021
C -1.311 2.430 6.035
C -0.633 -2.850 3.988
C -5.650 1.080 -3.292
C 2.947 0.584 -0.331
H 5.822 -4.484 -3.138
C 3.954 -3.502 -3.549
C 4.597 -1.800 -1.460
C -1.086 -3.309 -2.125
C 3.087 -2.484 -3.179
N 1.969 -3.707 0.256
C -0.025 2.539 -0.059
P -1.824 1.713 -2.001
P 2.085 -0.398 -1.630
H 0.483 1.083 -6.027
C -6.431 1.205 -2.149
C 0.264 1.411 4.580
N -0.590 -2.792 2.561
C 0.695 3.320 0.842
C -1.974 1.351 4.018